Entry 1:
Molecular formula: C5H7NO
Method: DFT, ωB97M-V/def2-TZVPD

```
14
C5H7NO (ωB97M-V/def2-TZVPD)
C -1.977 0.221 -0.078
C -0.747 -0.608 0.388
C -1.156 -1.900 0.471
O 1.619 -0.915 -1.112
C 1.551 -0.055 -0.240
N 2.545 0.876 -0.050
C 0.344 0.198 0.539
H -1.951 1.191 0.422
H -2.956 -0.237 0.044
H -1.765 0.377 -1.142
H -1.673 -2.413 -0.342
H 3.395 0.713 -0.567
H 2.625 1.322 0.850
H 0.148 1.230 0.817
```

## Properties
ΔE to the lowest compared entry with this formula, charge and spin	4.6616	eV
max |F|	1.5	eV/A
frontier orbital gap (alpha / beta)	7.013 / 7.869	eV

Atom charges from the Mulliken analysis, given in e for atoms 1 to 8: -1.300, 0.887, -0.492, -0.619, 0.580, -0.433, -0.697, 0.374

=====

Entry 2:
Molecular formula: C5H7NO
Method: DFT, ωB97M-V/def2-TZVPD

```
14
C5H7NO (ωB97M-V/def2-TZVPD)
H -0.193 1.309 -0.440
N -0.894 0.567 -0.503
C -0.370 -0.579 -0.385
C 1.098 -0.917 -0.258
C 1.957 0.261 -0.148
C 2.639 1.250 -0.082
H -1.042 -1.446 -0.378
H 1.255 -1.593 0.592
H 1.360 -1.490 -1.156
H 3.270 2.110 -0.032
C -2.261 0.101 1.473
O -3.326 -0.267 1.054
H -1.989 1.159 1.647
H -1.450 -0.609 1.751
```

## Properties
ΔE to the lowest compared entry with this formula, charge and spin	3.6904	eV
max |F|	0.5	eV/A
frontier orbital gap	10.418	eV
structure (SMILES)	[H]/N=C\CC#C.C=O

Atom charges from the Mulliken analysis, given in e for atoms 1 to 8: 0.202, -0.716, -0.180, -0.444, -0.712, 0.353, 0.533, 0.288

=====

Entry 3:
Molecular formula: C5H7NO
Method: DFT, ωB97M-V/def2-TZVPD

```
14
C5H7NO (ωB97M-V/def2-TZVPD)
C -0.481 -0.995 -0.873
C 0.041 -0.094 -0.278
C 0.659 1.037 0.331
C 1.230 1.582 -1.015
H -0.860 -1.694 -1.559
H -0.059 1.706 0.832
H 1.441 0.770 1.057
H 1.246 2.655 -0.936
H 2.218 1.148 -1.190
H 0.618 1.322 -1.896
N -1.820 -2.465 0.764
C -1.204 -1.477 1.198
O -0.780 -0.671 1.945
H -2.248 -2.824 1.619
```

## Properties
ΔE to the lowest compared entry with this formula, charge and spin	3.5438	eV
max |F|	1.8	eV/A
frontier orbital gap	10.562	eV
structure (SMILES)	C#CCC.N=C=O

Atom charges from the Mulliken analysis, given in e for atoms 1 to 8: -0.157, -0.322, -0.254, -1.183, 0.450, 0.294, 0.272, 0.378

=====

Entry 4:
Molecular formula: C5H7NO
Method: DFT, ωB97M-V/def2-TZVPD

```
14
C5H7NO (ωB97M-V/def2-TZVPD)
C -1.510 -1.109 -0.053
C -0.517 -0.089 0.503
C 0.936 -0.415 0.161
C 1.630 0.823 -0.304
O 2.793 0.981 -0.552
C -0.879 1.351 0.034
N 0.239 1.869 -0.376
H -2.530 -0.830 0.222
H -1.302 -2.115 0.331
H -1.451 -1.147 -1.148
H -0.631 -0.060 1.596
H 1.505 -0.803 1.006
H 1.014 -1.125 -0.669
H 0.702 2.668 -0.749
```

## Properties
ΔE to the lowest compared entry with this formula, charge and spin	2.7518	eV
max |F|	4.4	eV/A
frontier orbital gap	9.060	eV

Atom charges from the Mulliken analysis, given in e for atoms 1 to 8: -1.435, 0.616, -0.614, 0.352, -0.494, -0.542, -0.073, 0.373

=====

Entry 5:
Molecular formula: C5H7NO
Method: DFT, ωB97M-V/def2-TZVPD

```
14
C5H7NO (ωB97M-V/def2-TZVPD)
C 0.054 -1.683 0.762
C 1.218 1.467 0.087
C -0.777 -0.195 0.740
C 0.051 0.589 -0.141
N -1.146 0.225 -2.310
C -0.725 0.211 -1.178
O -1.607 0.093 1.584
H -2.166 0.132 -2.345
H 0.750 -1.873 -0.052
H -0.773 -2.390 0.726
H 0.586 -1.684 1.712
H 1.565 1.391 1.120
H 2.035 1.210 -0.591
H 0.935 2.507 -0.113
```

## Properties
ΔE to the lowest compared entry with this formula, charge and spin	4.5190	eV
max |F|	6.0	eV/A
frontier orbital gap (alpha / beta)	7.293 / 7.292	eV

Atom charges from the Mulliken analysis, given in e for atoms 1 to 8: -0.974, -1.183, 0.574, 0.313, -0.549, 0.176, -0.560, 0.294

=====

Entry 6:
Molecular formula: C5H7NO
Method: DFT, ωB97M-V/def2-TZVPD

```
14
C5H7NO (ωB97M-V/def2-TZVPD)
C 2.202 -0.739 -0.106
C 1.461 0.379 -0.301
C -0.065 0.396 0.008
C -0.594 1.750 0.045
C -2.066 -0.796 -0.142
H 3.250 -0.658 -0.495
H 1.830 -1.670 0.826
H 1.622 1.267 -0.503
H 0.013 2.573 0.295
H -1.664 1.977 0.214
H -0.007 -1.788 0.311
H -2.223 -1.886 0.110
N -0.674 -0.737 -0.037
O -3.085 -0.067 -0.223
```

## Properties
ΔE to the lowest compared entry with this formula, charge and spin	5.9219	eV
max |F|	11.6	eV/A
frontier orbital gap	8.418	eV

Atom charges from the Mulliken analysis, given in e for atoms 1 to 8: -0.753, -0.482, 0.789, -1.116, 0.054, 0.277, 0.154, 0.615

=====

Entry 7:
Molecular formula: C5H7NO
Method: DFT, ωB97M-V/def2-TZVPD

```
14
C5H7NO (ωB97M-V/def2-TZVPD)
C -2.048 -0.876 -0.665
C -1.020 -0.086 -0.770
C -0.278 1.100 -1.154
C 0.535 0.067 -0.371
C 0.805 0.324 1.055
N 1.780 -0.467 1.580
O 0.213 1.146 1.724
H -2.006 -1.813 -0.131
H -2.998 -0.619 -1.104
H -0.028 1.243 -2.198
H -0.500 2.016 -0.619
H 1.210 -0.573 -0.917
H 2.297 -1.123 1.024
H 2.036 -0.341 2.544
```

## Properties
ΔE to the lowest compared entry with this formula, charge and spin	1.5875	eV
max |F|	3.0	eV/A
frontier orbital gap	10.645	eV
structure (SMILES)	C=C1C[C@H]1C(N)=O

Atom charges from the Mulliken analysis, given in e for atoms 1 to 8: -0.612, 0.217, -0.513, -0.359, 0.601, -0.399, -0.631, 0.250

=====

Entry 8:
Molecular formula: C5H7NO
Method: DFT, ωB97M-V/def2-TZVPD

```
14
C5H7NO (ωB97M-V/def2-TZVPD)
C -1.719 -0.949 0.108
N -1.726 0.477 0.324
C -0.455 -0.035 0.030
C 0.819 0.067 0.880
C 1.732 -0.244 -0.337
C 0.693 0.789 -0.760
O 0.912 1.485 0.511
H -2.144 -1.420 1.016
H -2.012 -1.517 -0.776
H -2.200 1.176 -0.221
H 0.945 -0.228 1.921
H 1.713 -1.216 -0.836
H 2.748 0.156 -0.230
H 0.694 1.459 -1.630
```

## Properties
ΔE to the lowest compared entry with this formula, charge and spin	5.3672	eV
max |F|	1.3	eV/A
frontier orbital gap	10.048	eV

Atom charges from the Mulliken analysis, given in e for atoms 1 to 8: -0.456, -0.519, 0.352, -0.214, -0.564, -0.263, -0.483, 0.237

=====

Entry 9:
Molecular formula: C5H7NO
Method: DFT, ωB97M-V/def2-TZVPD

```
14
C5H7NO (ωB97M-V/def2-TZVPD)
C -1.572 1.011 0.447
C -0.668 -0.213 0.577
C 0.527 -0.224 -0.303
C 1.746 -0.988 -0.020
O 2.199 -1.623 -1.059
C 0.445 0.384 -1.585
N 0.328 0.963 -2.585
H -1.030 1.928 0.696
H -2.421 0.920 1.130
H -1.962 1.111 -0.570
H -0.316 -0.368 1.608
H -1.235 -1.128 0.331
H 2.398 -0.164 0.439
H 1.562 -1.611 0.894
```

## Properties
ΔE to the lowest compared entry with this formula, charge and spin	4.2525	eV
max |F|	2.1	eV/A
frontier orbital gap (alpha / beta)	6.588 / 9.587	eV

Atom charges from the Mulliken analysis, given in e for atoms 1 to 8: -1.249, -0.305, 0.464, -0.536, -0.412, 0.187, -0.455, 0.327

=====

Entry 10:
Molecular formula: C5H7NO
Method: DFT, ωB97M-V/def2-TZVPD

```
14
C5H7NO (ωB97M-V/def2-TZVPD)
O 1.479 2.200 0.343
C 0.811 1.199 0.145
C 1.454 -0.166 -0.033
C 0.510 -1.326 0.113
C -0.807 -1.184 0.041
C -1.463 0.150 -0.179
N -0.548 1.249 0.064
H 2.281 -0.221 0.682
H 1.919 -0.176 -1.029
H 0.947 -2.311 0.268
H -1.470 -2.042 0.124
H -2.323 0.252 0.495
H -1.862 0.196 -1.205
H -0.929 2.179 0.170
```

## Properties
ΔE to the lowest compared entry with this formula, charge and spin	0.1050	eV
max |F|	0.3	eV/A
frontier orbital gap	10.352	eV
structure (SMILES)	O=C1CC=CCN1

Atom charges from the Mulliken analysis, given in e for atoms 1 to 8: -0.653, 0.263, -0.445, -0.335, -0.314, -0.467, -0.130, 0.338

=====

Entry 11:
Molecular formula: C5H7NO
Method: DFT, ωB97M-V/def2-TZVPD

```
14
C5H7NO (ωB97M-V/def2-TZVPD)
C -1.812 -0.092 -0.291
C -0.394 0.228 0.083
C 0.628 0.721 -0.895
C 0.845 -0.610 -0.200
C 1.551 -0.476 1.084
N 0.946 0.272 1.917
O -0.242 0.706 1.403
H -2.228 -0.818 0.405
H -1.847 -0.497 -1.298
H -2.415 0.812 -0.248
H 1.258 1.551 -0.613
H 0.363 0.687 -1.939
H 0.876 -1.528 -0.764
H 2.471 -0.956 1.355
```

## Properties
ΔE to the lowest compared entry with this formula, charge and spin	2.6464	eV
max |F|	1.1	eV/A
frontier orbital gap	10.237	eV
structure (SMILES)	C[C@]12C[C@H]1C=NO2

Atom charges from the Mulliken analysis, given in e for atoms 1 to 8: -1.420, 1.049, -0.896, -0.193, -0.249, -0.399, -0.241, 0.325

=====

Entry 12:
Molecular formula: C5H7NO
Method: DFT, ωB97M-V/def2-TZVPD

```
14
C5H7NO (ωB97M-V/def2-TZVPD)
C -2.132 0.094 0.190
C -0.629 -0.121 0.083
C -0.067 -1.351 -0.419
O 1.088 -1.527 -0.887
C 1.467 0.825 -0.027
N 2.654 0.359 0.142
C 0.188 1.172 0.022
H -2.343 0.668 1.091
H -2.787 -0.795 0.201
H -2.436 0.685 -0.690
H -0.763 -2.225 -0.360
H 2.787 -0.554 -0.325
H 3.073 0.489 1.050
H -0.093 2.270 -0.072
```

## Properties
ΔE to the lowest compared entry with this formula, charge and spin	4.1433	eV
max |F|	1.8	eV/A
frontier orbital gap	7.130	eV

Atom charges from the Mulliken analysis, given in e for atoms 1 to 8: -1.214, 0.332, -0.101, -0.707, 0.301, -0.388, -0.336, 0.288

=====

| no. | energy (eV) |
| --- | --- |
| 1 | -8831.5413 |
| 2 | -8832.5125 |
| 3 | -8832.6590 |
| 4 | -8833.4510 |
| 5 | -8831.6838 |
| 6 | -8830.2809 |
| 7 | -8834.6154 |
| 8 | -8830.8356 |
| 9 | -8831.9504 |
| 10 | -8836.0978 |
| 11 | -8833.5565 |
| 12 | -8832.0596 |